No. 1
C24H32N2O4 | ωB97M-V/def2-TZVPD

The geometry in XYZ format:
```
62
Properties=species:S:1:pos:R:3:forces:R:3:nbo_charge:R:1
C -3.36510 3.27004 0.38575 0.02 0.02 -0.10 -0.1760
O -4.68814 0.01804 1.51789 0.08 0.07 -0.41 -0.5271
C -4.25783 1.06236 0.74852 -0.06 0.15 -0.27 0.3827
C 7.58919 0.65367 -0.47295 -0.05 -0.06 0.22 -0.0660
H -5.47106 -0.18354 -2.12757 -0.03 0.03 0.09 0.2010
H 4.29097 -2.40298 1.56489 0.07 -0.02 0.05 0.2113
N -3.94684 -1.43303 -1.55488 -0.12 -0.01 -0.03 -0.4436
C 2.25341 -0.21430 -0.02397 -0.05 -0.04 -0.01 -0.2334
C -1.94271 -1.35413 -0.05198 0.13 -0.14 -0.19 -0.4495
H 2.20361 0.82085 -0.32222 -0.01 0.13 -0.02 0.2394
C -1.02867 -1.21719 -1.26958 -0.46 -0.01 0.00 0.0949
H 5.83857 -1.21539 0.48121 -0.16 0.06 0.00 0.3948
H -2.15654 -0.35378 0.32487 0.06 0.04 0.04 0.2142
C -3.15270 -0.22386 3.41018 -0.32 0.10 -0.28 -0.6392
C -4.56865 0.07306 2.92333 0.15 -0.04 0.51 -0.0617
C -3.74419 2.25410 1.24727 -0.06 -0.18 0.30 -0.3285
H -1.44904 -1.91890 0.74118 0.01 0.00 0.05 0.2114
H -1.97875 0.55380 -1.99887 0.07 0.00 -0.01 0.2189
H -2.44597 0.51018 3.03113 0.10 0.05 0.01 0.2161
H -3.12895 -0.20710 4.49641 0.03 0.00 0.13 0.2171
H -3.63513 2.41001 2.30898 0.01 -0.03 0.10 0.2164
C 2.36531 -2.85352 0.75968 0.09 -0.01 0.01 -0.1919
C -4.38274 0.89195 -0.64073 -0.11 -0.08 0.15 -0.1209
O 0.14590 -0.47580 -0.96883 0.12 0.12 -0.05 -0.5092
H -0.75576 -2.21234 -1.65316 0.01 0.09 0.03 0.1667
H 8.43259 1.35748 -0.39351 -0.03 -0.09 -0.01 0.1666
H -1.15648 -0.38259 -3.25378 0.04 0.02 -0.03 0.2144
C 3.38200 -0.69105 0.62022 -0.44 -0.12 -0.08 -0.1202
H -2.84228 -1.20689 3.06511 0.05 -0.10 0.00 0.2131
H -2.99601 -3.08361 -0.77984 0.01 -0.03 0.11 0.1826
C 6.23509 2.36227 -1.40596 -0.07 0.08 0.04 -0.2670
H -5.25105 -0.70387 3.28172 0.06 0.18 -0.01 0.1931
C 4.49443 0.26781 0.87650 0.19 -0.15 0.08 0.6672
H -3.91639 -2.12077 0.39316 0.03 -0.10 -0.02 0.2172
H 5.71211 2.55695 -2.34016 0.01 0.09 0.02 0.1927
H 7.64198 0.09704 1.61139 -0.01 0.11 -0.03 0.1983
C -4.91285 -0.40484 -1.21251 -0.09 -0.12 0.05 -0.2304
H -2.96393 4.18557 0.79430 0.03 0.07 0.04 0.2139
C -3.24289 -2.06127 -0.46200 0.09 -0.10 0.14 -0.2205
H 5.53858 2.48823 -0.57178 0.06 0.01 -0.04 0.1983
C 6.92161 0.52967 0.91008 0.13 0.24 -0.27 -0.2631
H -4.92054 1.03858 3.30690 -0.03 -0.10 -0.07 0.1724
O 4.30807 1.44808 1.10732 -0.19 0.19 -0.03 -0.6296
H 6.60909 1.50993 1.27639 0.11 -0.13 0.03 0.2356
H 7.97305 -0.32302 -0.78386 0.07 0.08 0.08 0.1799
C -1.77705 -0.45468 -2.35956 0.14 -0.26 0.12 -0.4289
C 1.17372 -1.05443 -0.30400 0.31 0.02 0.15 0.3971
C 3.43728 -2.02442 1.02283 0.08 0.03 0.00 -0.2350
H -4.14235 1.81095 -2.54579 -0.02 -0.05 -0.12 0.2093
C 1.24197 -2.38665 0.09610 -0.28 0.03 -0.14 -0.3130
H -3.64630 -0.62961 -3.44034 0.00 -0.06 -0.06 0.2021
N 5.73484 -0.28587 0.85677 0.21 -0.22 0.01 -0.6067
H -2.83287 -2.16741 -3.11647 0.01 0.07 -0.11 0.1870
H 7.06505 3.07066 -1.29772 0.01 0.02 -0.03 0.1584
H -3.21917 3.91319 -1.65117 0.03 0.07 -0.05 0.2147
H 2.39580 -3.88642 1.07527 -0.01 -0.07 0.03 0.2133
C -3.08612 -1.18796 -2.68848 0.16 0.06 -0.05 -0.2156
C -4.01803 1.93265 -1.47887 -0.09 0.02 0.21 -0.1860
C -3.50461 3.11804 -0.97958 0.06 0.13 -0.07 -0.2465
H -5.60186 -0.84984 -0.49011 -0.04 0.07 -0.14 0.2170
H 0.43100 -3.07129 -0.09591 -0.10 -0.01 -0.02 0.2158
O 6.71433 1.03717 -1.49922 -0.01 -0.15 -0.04 -0.5357
```
Positions in Å, forces in eV/Å.

Calculated values
Charge ... 0
SMILES ... CCOc1ccccc1CN1CCC(Oc2cccc(C(=O)NCCOC)c2)CC1
Relative energy (zero: lowest compared OMol25 entry of this formula, charge and spin) ... 55.7 kcal/mol



No. 2
C24H32N2O5 | ωB97M-V/def2-TZVPD

The geometry in XYZ format:
```
63
Properties=species:S:1:pos:R:3:forces:R:3:nbo_charge:R:1
C -1.43233 0.57785 -3.69122 -0.17 0.18 -0.02 -0.1626
H 1.97024 3.71706 -5.01644 0.06 -0.07 -0.07 0.2105
H 1.50381 4.38106 -0.55662 0.06 -0.02 -0.07 0.1741
C 1.61214 2.23071 -0.57368 0.18 0.21 -0.38 -0.4417
H 1.94460 2.23527 0.46437 0.01 0.02 0.05 0.2189
H -1.44940 -3.63262 6.97387 0.01 0.06 0.10 0.2049
H 2.15816 0.13727 -0.77876 0.06 0.10 -0.06 0.2364
H -1.94918 -1.51008 5.80508 -0.03 0.06 -0.02 0.2184
H 0.45043 -2.04178 5.46700 -0.08 0.12 -0.06 0.1970
H -2.48417 0.40638 -3.94527 0.10 0.11 0.07 0.2175
H 0.87719 6.86831 -3.36697 0.01 0.12 -0.04 0.2132
C 1.92713 3.59178 -1.19178 0.04 0.00 0.50 -0.0549
H -0.98152 0.12021 2.84053 -0.03 0.02 0.10 0.2094
C -1.80939 -3.43851 4.87345 -0.11 0.09 0.03 0.0790
H 0.31697 -2.76402 -0.93877 0.06 -0.06 -0.10 0.2301
H 1.41622 1.80312 -3.04898 -0.03 -0.19 -0.19 0.4313
H 0.89747 -3.42540 1.37303 0.07 -0.12 0.01 0.2290
O 1.37269 3.65310 -2.48974 -0.11 -0.08 -0.16 -0.5710
C -2.07746 -4.12486 3.69659 -0.03 0.00 0.03 -0.2433
H 0.00465 -0.51273 4.67499 0.04 -0.10 -0.01 0.1718
O 1.73661 -1.32768 -2.68081 0.03 -0.43 0.06 -0.6470
O -0.71058 -0.43789 -4.34619 -0.10 -0.17 0.05 -0.5205
H 3.36866 1.27695 -1.40492 -0.05 -0.08 0.09 0.1868
H -1.14919 1.57511 -4.05343 0.00 -0.08 0.12 0.1925
H 2.68035 5.12583 -3.09468 -0.14 -0.07 -0.01 0.1628
H -1.66562 -6.08285 6.98097 0.00 -0.04 0.07 0.2108
C 0.67107 -0.17949 -4.51182 0.15 -0.12 -0.02 -0.1465
C -1.78085 -5.53542 6.05660 0.03 -0.09 0.08 -0.2046
H 0.29459 4.23957 -4.79162 -0.15 -0.02 -0.04 0.2100
C -2.19420 -5.50350 3.69861 -0.02 -0.05 -0.08 -0.1919
N 1.71367 0.92944 -2.63122 -0.02 0.34 -0.01 -0.6229
H -0.30459 5.69983 -2.75218 -0.13 -0.01 -0.02 0.2176
C 1.33521 4.53273 -4.67813 0.18 0.01 0.44 -0.6192
H -2.21221 -1.51112 4.04969 -0.04 0.05 0.09 0.2198
H 1.52653 5.40549 -5.29536 0.00 0.08 -0.10 0.2142
C -1.62504 -1.94763 4.85922 0.41 -0.09 -0.17 -0.4738
C 0.73914 6.00286 -2.72503 0.26 -0.37 0.08 -0.6375
H -1.57627 0.75191 0.57081 -0.03 0.03 -0.02 0.2490
C -1.65950 -4.15759 6.05217 -0.02 0.03 -0.04 -0.2494
C -1.03738 -0.16519 0.74010 -0.06 0.04 -0.21 -0.2346
C 0.01765 -2.14902 -0.10399 -0.05 0.13 0.03 -0.1999
H 0.53139 2.08633 -0.59381 0.01 -0.02 0.12 0.2470
H -2.19286 -3.57683 2.77197 -0.01 0.07 -0.08 0.2156
C -2.04696 -6.21207 4.87839 0.00 -0.11 0.01 -0.2245
H 0.82252 0.79769 -4.99116 -0.05 -0.05 0.02 0.1674
C 1.61797 4.85008 -3.21177 -0.03 0.29 -0.34 0.1124
H 0.99286 6.28640 -1.70677 -0.02 0.08 0.09 0.2107
C 0.35286 -2.51518 1.17950 -0.08 0.07 0.25 -0.2486
C -0.00245 -1.71389 2.26727 0.02 0.02 -0.24 0.2799
N -1.00292 -0.63572 -1.66047 -0.02 -0.43 -0.30 -0.6057
C 2.29250 1.08163 -1.31357 0.04 -0.08 0.32 -0.2259
O -1.52656 1.58606 -1.51852 -0.16 0.18 0.05 -0.6317
H -0.78629 -1.35295 -2.34537 -0.03 0.23 0.06 0.4261
C -1.31605 0.57598 -2.16097 -0.01 -0.09 -0.42 0.6550
H 3.01752 3.74620 -1.25037 -0.10 0.01 0.01 0.1604
H -2.13920 -7.28827 4.88058 -0.01 -0.08 0.00 0.2115
C -0.68371 -0.96674 -0.33639 0.00 0.12 0.41 0.1086
C -0.13927 -1.60127 4.65813 -0.28 0.24 0.31 -0.0541
H -2.40055 -6.02568 2.77571 -0.02 -0.04 -0.07 0.2106
C 1.43937 -0.25919 -3.18156 -0.03 0.21 -0.49 0.6420
H 1.02854 -0.97519 -5.16935 0.09 0.17 0.12 0.2171
O 0.40272 -2.16809 3.48826 0.12 -0.10 -0.25 -0.4991
C -0.69777 -0.53375 2.03083 0.18 -0.20 0.34 -0.2581
```
Positions in Å, forces in eV/Å.

Calculated values
Charge ... 0
SMILES ... CC(C)OCCCNC(=O)COCC(=O)Nc1ccc(OCCc2ccccc2)cc1
Relative energy (zero: lowest compared OMol25 entry of this formula, charge and spin) ... 16.2 kcal/mol



No. 3
C24H32N2O6 | ωB97M-V/def2-TZVPD

The geometry in XYZ format:
```
64
Properties=species:S:1:pos:R:3:forces:R:3:nbo_charge:R:1
C -1.36244 0.02887 -4.48602 -0.03 0.04 0.00 -0.2038
H -1.37947 -0.40280 -0.49867 0.00 -0.09 0.13 0.2250
C 4.30587 5.95649 0.80023 -0.11 -0.34 0.21 -0.6349
C -3.07170 -0.91297 0.73317 0.23 -0.08 0.23 -0.4097
H -4.61438 -1.89286 1.88991 0.08 -0.02 0.02 0.2381
C 3.99698 5.14466 2.04983 -0.09 0.54 0.01 -0.0759
O 3.83995 3.75757 1.74309 0.28 -0.17 0.00 -0.5132
C -2.66891 -3.28741 4.97877 0.30 0.10 0.46 -0.0757
C 2.66027 1.87167 0.98611 -0.04 -0.11 0.03 -0.3163
H 4.09565 1.80974 -2.17399 -0.09 0.15 0.12 0.2540
C -2.04264 -3.58629 0.32921 -0.21 -0.42 -0.11 -0.2310
C -3.46471 -3.38746 0.84948 0.16 -0.01 0.09 -0.4004
O -1.71905 -3.72413 -2.37453 -0.10 -0.13 -0.27 -0.6180
H 2.90672 1.37109 1.92902 0.00 0.07 -0.05 0.2397
C -0.14454 0.62831 -4.21525 0.12 0.00 0.11 -0.1783
H -3.02069 -1.30431 5.73463 0.02 0.07 0.03 0.2221
C -1.81501 -1.01695 -3.70075 0.01 -0.09 0.14 -0.1751
H 5.18341 5.55602 0.29796 0.09 0.02 -0.05 0.2108
H -0.96232 -1.22951 1.01866 0.00 0.07 -0.12 0.2136
N 2.08060 1.58442 -1.81677 0.07 0.14 0.08 -0.4377
C -1.67018 -1.20046 0.18410 -0.13 0.52 0.11 -0.2198
C 3.74772 1.54197 -0.04660 -0.02 0.18 -0.03 -0.3995
C 2.64800 3.36252 1.28976 -0.14 -0.38 0.06 0.8074
C 1.01040 1.93449 -0.91498 -0.42 -0.03 0.30 -0.2242
H -3.03847 0.01201 1.30957 -0.04 0.04 -0.03 0.2265
C -2.79216 -2.13460 2.92134 -0.20 0.15 -0.32 0.8076
O 1.69880 4.09241 1.16932 -0.07 0.17 0.00 -0.6119
C -3.56733 -2.06087 1.61447 -0.07 0.08 -0.06 -0.3160
O 2.92601 0.54341 -3.62915 0.11 -0.15 -0.26 -0.6168
H -3.76530 -0.78171 -0.09968 -0.02 0.02 -0.02 0.2097
O -1.87100 -1.42334 3.22962 0.11 0.07 0.15 -0.6150
H -2.75806 -1.49729 -3.91399 -0.08 -0.07 -0.04 0.2245
H 0.51149 1.73192 1.16728 -0.03 -0.05 0.03 0.2308
H -4.32534 -2.45208 6.07447 -0.09 -0.01 0.06 0.2110
C -3.24664 -2.33114 6.01159 0.06 -0.15 -0.38 -0.6339
H 4.49496 6.99003 1.07496 0.04 0.13 0.00 0.2189
H 3.46044 5.92499 0.11721 -0.04 0.04 -0.06 0.2208
H 0.93672 3.02617 -0.86336 -0.07 -0.11 -0.05 0.2156
H 0.06532 1.54394 -1.29326 0.09 0.11 0.05 0.2230
C 0.62855 0.18177 -3.15061 -0.05 -0.26 -0.18 -0.1278
H -2.80872 -2.53773 6.98376 0.03 -0.01 0.13 0.2180
H -1.97988 -4.48918 -0.28109 0.05 0.11 0.17 0.2540
C 1.29416 1.39267 0.48858 0.01 0.35 -0.04 -0.4085
H 3.84604 0.45757 -0.12491 0.03 -0.01 -0.01 0.2133
H -3.74352 -4.21758 1.49821 -0.04 -0.02 -0.05 0.2279
H 3.07902 5.50906 2.52225 0.19 -0.06 0.00 0.1990
H -1.58932 -3.13282 4.88195 -0.17 -0.12 0.01 0.1978
H -1.95841 0.37424 -5.31748 -0.05 0.03 -0.06 0.2181
C -1.51298 -2.65013 -1.83860 0.07 0.00 0.03 0.6696
N -1.64156 -2.47039 -0.50122 0.09 -0.08 0.14 -0.4422
H 4.70436 1.95345 0.27442 0.02 -0.07 -0.01 0.2284
C 0.17951 -0.87512 -2.36945 -0.11 0.07 -0.16 -0.1490
H -1.34219 -3.66542 1.16869 0.02 -0.03 -0.02 0.1886
H 4.82441 5.18474 2.76075 -0.13 -0.02 -0.05 0.1909
H 1.28830 0.30176 0.46755 -0.01 -0.06 0.01 0.2067
C -1.05068 -1.46694 -2.63115 0.14 0.06 -0.28 -0.1341
O -3.27922 -3.10320 3.69924 -0.25 -0.21 -0.05 -0.5126
H -4.15209 -3.36323 0.00189 -0.02 -0.02 -0.01 0.2152
H 0.21694 1.43905 -4.82971 0.04 0.07 -0.08 0.2225
H 3.31616 3.19989 -1.37290 0.01 0.01 -0.05 0.1877
C 3.36857 2.10571 -1.41531 0.46 -0.22 -0.05 -0.2311
H -2.87506 -4.32626 5.24385 0.06 0.11 -0.06 0.1907
H 0.79535 -1.24980 -1.56408 0.06 -0.01 0.14 0.2138
C 1.98197 0.77829 -2.89766 -0.09 0.06 -0.04 0.6713
```
Positions in Å, forces in eV/Å.

Calculated values
Charge ... 0
SMILES ... CCOC(=O)C1CCN(C(=O)c2cccc(C(=O)N3CCC(C(=O)OCC)CC3)c2)CC1
Relative energy (zero: lowest compared OMol25 entry of this formula, charge and spin) ... 0.0 kcal/mol